1.
49
Properties=species:S:1:pos:R:3:forces:R:3:lowdin_charge:R:1 method="wB97M-V/def2-TZVPD" molar_mass_g_mol=458.2 smiles="CP(O)C1=C(F)C(=O)OC1=O.COP(=O)(OC)OC.COP(=O)(OC)OC" fmax_ev_per_a=8.17 total_charge=0
C 3.112 0.101 2.429 0.4 0.3 -0.8 -0.26
P 4.249 1.171 3.434 -1.6 -0.1 1.1 0.91
O 5.509 0.155 3.742 0.1 0.6 -1.0 -0.32
C 4.704 2.377 2.115 0.7 -1.8 0.0 -0.19
C 5.918 2.502 1.593 -3.1 2.6 -0.6 -0.24
F 6.999 1.935 1.933 2.0 -0.9 0.0 0.19
C 5.678 3.283 0.318 0.1 -2.5 -1.0 -0.37
O 6.164 2.884 -0.683 1.4 0.9 -1.3 0.19
O 4.446 3.907 0.291 0.5 -0.7 1.1 0.14
C 3.872 3.421 1.469 1.3 0.9 1.4 -0.44
O 3.095 4.064 2.068 -2.2 0.5 0.1 0.19
H 3.008 -0.903 2.837 0.0 0.2 0.4 0.04
H 2.128 0.562 2.316 0.0 0.1 0.2 0.02
H 3.484 -0.020 1.404 0.0 0.0 0.1 0.04
H 5.863 -0.277 2.952 0.1 -0.1 0.1 0.06
C 0.804 -0.835 -1.525 -0.6 -0.4 -0.3 -0.11
O 1.411 0.448 -1.662 1.6 2.8 -1.3 -0.30
P 0.555 1.770 -1.075 -4.6 -4.3 5.1 0.67
O 0.654 1.386 0.380 0.7 0.6 -0.8 -0.26
O -0.856 1.292 -1.754 0.5 0.4 -0.3 -0.28
C -1.003 1.394 -3.172 -0.1 0.0 0.0 -0.11
O -0.108 3.310 -0.767 2.5 0.3 -2.8 -0.23
C 0.778 4.441 -0.887 0.0 0.1 0.2 -0.11
H 1.587 -1.543 -1.257 0.1 0.2 0.0 0.10
H 0.031 -0.851 -0.761 0.1 0.1 0.0 0.08
H 0.375 -1.134 -2.482 0.0 0.0 0.1 0.09
H -1.448 0.471 -3.538 0.0 0.0 0.0 0.09
H -0.042 1.539 -3.673 0.0 0.0 0.0 0.08
H -1.665 2.227 -3.410 0.1 0.0 0.0 0.09
H 1.143 4.535 -1.911 0.0 0.1 0.0 0.08
H 1.621 4.341 -0.201 0.0 0.1 0.0 0.06
H 0.217 5.337 -0.632 -0.1 -0.1 0.0 0.09
C -4.053 -4.143 -2.335 -0.4 -0.5 0.0 -0.12
O -4.037 -2.893 -1.657 -0.9 3.1 1.1 -0.30
P -3.597 -2.895 -0.030 3.9 -7.2 -0.4 0.67
O -2.161 -3.284 -0.265 -0.6 1.1 0.1 -0.24
O -4.559 -4.182 0.295 -0.2 0.6 0.1 -0.28
C -5.974 -3.988 0.322 0.0 -0.1 0.1 -0.12
O -3.404 -2.640 1.646 -2.1 2.7 -1.3 -0.24
C -3.335 -1.271 2.091 0.3 0.0 0.1 -0.12
H -3.650 -3.971 -3.333 0.0 0.2 0.1 0.09
H -3.451 -4.895 -1.831 0.1 0.1 0.0 0.09
H -5.081 -4.499 -2.427 0.0 -0.1 0.0 0.08
H -6.444 -4.802 -0.229 0.0 0.0 0.0 0.09
H -6.266 -3.042 -0.142 -0.1 0.0 0.0 0.08
H -6.324 -4.009 1.354 0.0 0.1 0.0 0.09
H -4.267 -0.748 1.871 0.0 0.1 0.1 0.08
H -2.499 -0.755 1.612 0.0 0.0 0.0 0.08
H -3.181 -1.273 3.167 0.0 -0.1 0.0 0.09

2.
38
Properties=species:S:1:pos:R:3:forces:R:3:lowdin_charge:R:1 method="wB97M-V/def2-TZVPD" molar_mass_g_mol=331.1 fmax_ev_per_a=3.23 total_charge=+2
In -1.105 1.102 -2.597 0.5 0.6 0.4 1.24
C 0.944 5.814 -1.955 0.5 2.2 1.9 0.11
C -0.051 4.746 -2.518 -2.4 -1.3 -1.8 -0.58
O 0.277 3.559 -2.339 0.7 -0.7 0.7 -0.04
O -1.032 5.215 -3.092 1.0 0.6 0.7 0.24
H 1.730 6.098 -2.651 0.0 -0.7 -0.3 0.12
H 1.274 5.523 -0.956 0.4 -0.9 -0.4 0.11
H 0.432 6.739 -1.679 -0.6 -0.2 -0.8 0.11
C -2.508 -1.830 -0.494 0.3 -0.9 -0.8 -0.01
C -1.223 -1.857 0.366 -1.0 0.0 -0.8 -0.48
C -0.337 -3.012 -0.031 0.5 -0.9 -1.2 -0.12
C 1.113 -2.989 0.467 -0.4 -0.2 0.0 -0.14
C 1.728 -1.647 0.166 0.0 1.1 0.3 -0.12
C 0.862 -0.408 0.525 0.9 -0.2 -0.4 -0.46
N -0.550 -0.579 0.159 -0.1 0.0 0.8 -0.01
O -1.361 0.508 0.491 0.6 -0.2 0.0 -0.05
C 0.993 -0.191 2.070 -0.8 0.3 0.3 0.04
C 1.437 0.814 -0.170 0.2 1.6 0.0 -0.04
C -1.726 -2.073 1.816 0.9 0.0 0.9 0.03
H -2.995 -2.805 -0.438 -0.1 0.1 0.4 0.11
H -2.194 -1.826 -1.546 -0.1 0.6 -0.1 0.07
H -3.209 -1.046 -0.229 0.1 0.0 0.0 0.10
H -0.893 -3.932 0.160 0.2 0.0 0.7 0.15
H -0.242 -3.121 -1.120 -0.2 0.7 -0.1 0.14
H 1.708 -3.676 -0.134 -0.2 -0.5 0.3 0.13
H 1.195 -3.282 1.515 0.1 0.1 0.0 0.13
H 2.091 -1.588 -0.863 -0.4 0.0 -0.2 0.14
H 2.620 -1.454 0.763 0.1 -0.4 -0.1 0.13
H 0.548 0.750 2.401 0.2 0.2 -0.2 0.10
H 0.478 -0.949 2.655 0.3 -0.3 -0.2 0.08
H 2.052 -0.191 2.308 0.0 0.1 0.1 0.11
H 1.306 0.857 -1.258 -0.2 -0.5 0.0 0.03
H 1.050 1.760 0.221 -0.4 -0.2 0.0 0.09
H 2.508 0.987 -0.042 0.1 -0.8 0.2 0.12
H -2.121 -1.186 2.310 -0.1 0.0 -0.1 0.10
H -0.866 -2.449 2.373 -0.1 0.1 0.3 0.09
H -2.475 -2.857 1.884 -0.1 0.1 -0.4 0.12
H -1.456 0.475 1.463 -0.2 0.2 -0.1 0.13

Number 1: orbital gap 6.840 eV. Number 2: orbital gap 2.779 eV.